No. 1
A cluster of 3 separate species, C3H10O3S in total at a distorted geometry. Source: the OMol25 dataset; level of theory: ωB97M-V/def2-TZVPD.

Geometry as XYZ:
```
17
Properties=species:S:1:pos:R:3:forces:R:3:lowdin_charge:R:1
C -0.3322 -0.2664 -0.8229 0.140 -0.489 -0.597 -0.441
O -1.5887 -0.0621 -0.2928 0.268 -0.236 0.112 -0.362
C 0.8438 -0.1682 0.1745 -0.451 -0.168 0.083 -0.329
C 2.2014 0.1115 -0.5042 -0.159 -0.061 1.021 -0.807
S 3.5849 -0.1180 0.6714 0.521 0.055 0.117 -0.053
H -0.2352 -1.2378 -1.3883 -0.143 -0.042 0.490 0.088
H -0.1004 0.4213 -1.6627 -0.067 0.525 0.147 0.082
H 0.9786 -1.0724 0.7907 -0.179 -0.117 -0.473 0.067
H 0.4966 0.5436 0.9495 0.663 0.334 -0.525 0.093
H 2.2590 1.1318 -0.8872 -0.219 -0.004 -0.193 0.018
H 2.3660 -0.5942 -1.3257 -0.305 0.130 -0.088 0.022
H -2.6533 2.0691 -0.5048 -0.428 0.691 -0.066 0.001
H -2.8636 0.7708 -0.8525 -0.381 0.067 -0.413 0.002
O -3.4099 1.6474 -0.9446 1.009 -0.712 0.452 -0.201
H -2.4560 -1.0502 0.7503 -0.477 -0.069 -0.277 0.005
H -3.6889 -0.3259 1.0560 -0.229 -0.274 0.027 -0.008
O -3.3794 -1.2408 1.1313 0.437 0.370 0.183 -0.177
```
Forces are in eV/Å.

The value obtained for the LUMO energy is 0.2236 Ha. As for the calculated total energy: -20249.7767 eV. The calculation puts the molar mass at 126.177 g/mol. The net charge is -2. The calculation puts the gap between HOMO and LUMO at 5.713 eV. The value obtained for the HOMO energy is 0.37 eV.


No. 2
A cluster of 2 separate species, C4H12NO2S in total at a distorted geometry. Source: the OMol25 dataset; level of theory: ωB97M-V/def2-TZVPD.

Geometry as XYZ:
```
20
Properties=species:S:1:pos:R:3:forces:R:3:lowdin_charge:R:1
O 1.4880 0.5758 3.6890 -1.550 0.903 -2.378 0.124
C 0.7784 0.9308 2.7636 1.096 -0.179 1.096 -0.482
O 1.2881 1.0598 1.4414 1.046 -0.403 1.342 -0.009
C -0.7101 1.2322 2.8060 0.453 -0.990 0.108 0.020
H 2.2658 0.9023 1.5522 -1.041 0.158 -0.123 0.147
H -1.0708 1.6927 1.8747 0.105 -0.027 0.535 0.070
H -0.9740 1.8004 3.7111 0.166 -0.159 -0.503 0.108
H -1.1362 0.2111 2.9129 -0.180 0.657 -0.047 0.109
C -0.7728 -0.4636 -1.5528 0.300 -0.564 0.034 -0.231
C 0.2142 -1.4863 -2.1554 -0.001 -0.375 0.720 -0.553
S -0.7736 -2.5886 -3.2576 0.712 -0.066 0.470 0.733
N -0.0111 0.7320 -1.0363 -0.199 0.542 -0.315 0.168
H -1.2642 -0.9248 -0.6671 0.006 0.444 -0.853 0.142
H -1.4900 -0.0662 -2.3004 0.283 -0.367 0.604 0.132
H 0.6348 -2.0705 -1.2921 -0.284 0.413 -0.961 0.097
H 1.0582 -1.0099 -2.6900 -0.527 -0.135 0.113 0.082
H 0.0007 -3.6901 -3.0754 -0.307 0.407 -0.089 -0.113
H -0.6369 1.3237 -0.4858 0.117 0.049 0.004 0.151
H 0.3227 1.3049 -1.8187 0.031 -0.128 0.135 0.177
H 0.7887 0.5342 -0.4192 -0.226 -0.180 0.107 0.129
```
Forces are in eV/Å.

The value obtained for the LUMO energy is -0.1335 Ha. As for the calculated total energy: -20756.4426 eV. The calculation puts the molar mass at 138.212 g/mol. The net charge is +1. The calculation puts the gap between HOMO and LUMO at 9.347 eV. The value obtained for the HOMO energy is -12.98 eV.